Below is the ion C9H13N4 with charge +1 at a distorted geometry, with properties calculated with ωB97M-V/def2-TZVPD.

Each line ends with the Mulliken charge.
Cartesian coordinates (Å):
C (-1.838, -1.098, -3.648)  -0.860
N (-0.957, -1.242, -2.492)  -0.219
C (-1.329, -1.163, -1.239)  0.189
N (-0.611, -1.634, -0.216)  -0.024
C (-1.107, -1.412, 1.101)  -0.700
N (-0.148, -1.485, 2.154)  -0.616
C (0.620, -0.522, 2.414)  -0.340
C (0.910, 0.617, 1.591)  0.305
C (0.243, 1.321, 0.576)  0.637
C (0.872, 2.521, 0.290)  -1.339
C (1.880, 2.606, 1.245)  0.054
N (1.876, 1.487, 2.022)  -0.110
C (3.018, 2.371, 2.140)  0.149
H (-2.636, -0.449, -3.504)  0.363
H (-1.116, -0.758, -4.403)  0.286
H (-2.200, -1.992, -3.941)  0.393
H (-0.044, -1.730, -2.685)  0.271
H (-2.353, -0.841, -1.048)  0.347
H (0.224, -2.104, -0.436)  0.195
H (-1.736, -2.324, 1.391)  0.253
H (-1.539, -0.387, 1.095)  0.580
H (1.250, -0.645, 3.246)  0.458
H (-0.622, 0.807, -0.059)  -0.107
H (0.446, 3.315, -0.297)  0.392
H (3.911, 1.839, 1.703)  0.212
H (2.988, 2.900, 3.000)  0.233

- Net charge: +1
- ΔE to the lowest compared entry with this formula, charge and spin: 540.06 kJ/mol
- Lowest unoccupied orbital energy: -0.128 Ha
- HOMO-LUMO gap: 8.061 eV
- Structure (SMILES): C/[NH+]=C/NC/N=C\c1ccc2n1C2
- E: -15492.6484 eV



Below is the ion C9H13N4 with charge +1 at a distorted geometry, with properties calculated with ωB97M-V/def2-TZVPD.

Each line ends with the Mulliken charge.
Cartesian coordinates (Å):
C (-2.397, -4.158, -0.951)  -0.291
N (-2.537, -3.383, 0.036)  -0.891
N (-1.637, -2.590, 0.532)  0.337
C (-1.503, -2.137, 1.735)  -0.013
N (-0.596, -1.162, 1.996)  -0.101
C (0.015, -0.561, 0.868)  0.970
C (0.780, 0.553, 0.918)  0.495
C (0.857, 1.384, 2.103)  -1.948
C (1.499, 1.023, -0.316)  -1.125
C (0.897, 0.553, -1.660)  -0.030
C (-0.183, 1.596, -2.109)  -1.504
N (0.141, -0.759, -1.539)  -0.403
C (-0.206, -1.060, -0.430)  0.173
H (-3.371, -4.716, -1.285)  0.265
H (-1.473, -4.098, -1.418)  0.333
H (-2.025, -2.607, 2.680)  0.375
H (0.049, -1.129, 2.767)  0.297
H (-0.048, 1.895, 2.341)  0.411
H (1.511, 2.148, 2.139)  0.516
H (0.977, 0.856, 2.988)  0.409
H (1.396, 2.064, -0.442)  0.583
H (2.434, 0.615, -0.358)  0.426
H (1.423, 0.325, -2.535)  0.432
H (-1.013, 1.744, -1.398)  0.303
H (-0.708, 1.428, -2.952)  0.518
H (0.371, 2.415, -2.395)  0.462

- Net charge: +1
- ΔE to the lowest compared entry with this formula, charge and spin: 604.04 kJ/mol
- Lowest unoccupied orbital energy: -0.167 Ha
- HOMO-LUMO gap: 7.936 eV
- Structure (SMILES): C=N/N=C/NC1=C(C)C[C@H](C)[N+]#C1
- E: -15491.9854 eV



Below is the ion C9H13N4 with charge +1 at a distorted geometry, with properties calculated with ωB97M-V/def2-TZVPD.

Each line ends with the Mulliken charge.
Cartesian coordinates (Å):
C (-3.284, -0.275, 0.422)  -0.354
C (-2.345, 0.552, 1.252)  -0.696
C (-2.913, -0.821, -0.711)  -0.765
C (-1.135, 0.772, 0.770)  -0.371
C (-1.524, -0.631, -1.286)  0.245
C (-0.631, 0.190, -0.421)  0.502
C (2.485, -1.012, 0.764)  -0.638
C (1.491, -1.801, 0.472)  0.440
C (2.720, 0.343, 0.199)  -0.428
N (0.594, 0.243, -0.789)  -0.836
N (0.601, -2.596, 0.453)  -0.481
N (1.719, 2.311, -0.628)  -0.915
N (1.494, 1.101, -0.047)  0.765
H (-4.260, -0.474, 0.771)  0.413
H (-2.672, 1.011, 2.175)  0.433
H (-3.531, -1.489, -1.250)  0.441
H (-0.429, 1.399, 1.315)  0.297
H (-1.674, -0.289, -2.269)  0.340
H (3.311, -1.244, 1.515)  0.304
H (3.363, 0.873, 0.911)  0.481
H (3.154, 0.221, -0.709)  0.333
H (-1.047, -1.688, -1.192)  0.122
H (0.494, -3.221, -0.438)  0.361
H (1.919, 2.249, -1.719)  0.325
H (1.028, 3.126, -0.535)  0.311
H (1.073, 1.150, 0.977)  0.370

- Net charge: +1
- ΔE to the lowest compared entry with this formula, charge and spin: 373.44 kJ/mol
- Lowest unoccupied orbital energy (spin up / spin down): -0.143 / -0.227 Ha
- Expectation value of S²: 2.022
- HOMO-LUMO gap (spin up / spin down): 4.722 / 6.378 eV
- E: -15488.4408 eV
- Spin multiplicity: 3



Below is a cluster of 2 separate species, C9H13N4S in total at a distorted geometry, with properties calculated with ωB97M-V/def2-TZVPD.

Each line ends with the Mulliken charge.
Cartesian coordinates (Å):
C (-3.246, 1.459, -0.007)  -0.795
C (-3.985, 0.307, 0.136)  -0.681
C (-1.868, 1.407, -0.161)  -0.809
C (-1.971, -1.010, -0.009)  -0.398
C (-3.363, -0.952, 0.137)  0.614
C (-1.254, 0.164, -0.163)  0.843
C (3.417, 0.069, 0.656)  -0.227
C (0.951, 1.033, -0.435)  0.690
C (3.217, -0.710, -0.412)  -0.274
N (4.063, 1.282, 0.610)  -0.425
N (-4.102, -2.081, 0.243)  -0.447
N (1.538, 2.020, -0.728)  -0.290
N (0.161, 0.065, -0.343)  0.166
S (2.210, -2.172, -0.293)  -0.296
H (-3.738, 2.420, 0.003)  0.393
H (-5.056, 0.364, 0.248)  0.326
H (-1.292, 2.308, -0.286)  0.321
H (-1.471, -1.967, -0.004)  0.325
H (2.978, -0.185, 1.612)  0.326
H (3.667, -0.526, -1.372)  0.308
H (4.464, 1.595, 1.483)  0.236
H (-5.086, -2.014, 0.425)  0.200
H (-3.663, -2.976, 0.365)  0.193
H (4.691, 1.411, -0.173)  0.233
H (2.261, 2.581, -0.308)  0.354
H (0.586, -0.904, -0.352)  -0.108
H (2.274, -2.502, -1.584)  0.221

- Net charge: +1
- ΔE to the lowest compared entry with this formula, charge and spin: 0.00 kJ/mol
- Lowest unoccupied orbital energy: -0.111 Ha
- HOMO-LUMO gap: 8.049 eV
- E: -26332.0446 eV



Below is a cluster of 2 separate species, C9H13NO in total at a distorted geometry, with properties calculated with ωB97M-V/def2-TZVPD.

Each line ends with the Mulliken charge.
Cartesian coordinates (Å):
C (-2.778, 0.699, 0.298)  -1.465
C (-1.474, 1.003, 0.982)  0.571
C (-1.348, 0.858, 2.338)  -0.354
C (-0.177, 1.153, 3.011)  -0.405
C (0.946, 1.458, 2.265)  -0.455
C (0.875, 1.425, 0.876)  -0.500
C (-0.320, 1.242, 0.217)  -0.265
H (-2.819, 1.201, -0.665)  0.384
H (-3.633, 1.121, 0.849)  0.400
H (-2.940, -0.364, 0.143)  0.262
H (-2.184, 0.562, 2.976)  0.331
H (-0.154, 1.166, 4.097)  0.368
H (1.874, 1.773, 2.723)  0.364
H (1.755, 1.659, 0.295)  0.322
H (-0.413, 1.257, -0.862)  0.410
C (-0.194, -2.246, -1.944)  -0.780
C (1.217, -1.819, -2.235)  0.586
N (1.423, -0.476, -2.350)  -0.337
O (2.143, -2.602, -2.309)  -0.622
H (-0.335, -2.674, -0.949)  0.224
H (-0.506, -3.001, -2.664)  0.302
H (-0.886, -1.415, -2.073)  0.245
H (2.360, -0.162, -2.545)  0.205
H (0.702, 0.214, -2.442)  0.214

- Net charge: 0
- ΔE to the lowest compared entry with this formula, charge and spin: 16.31 kJ/mol
- Lowest unoccupied orbital energy: 0.027 Ha
- HOMO-LUMO gap: 9.977 eV
- Structure (SMILES): Cc1ccccc1.CC(N)=O
- E: -13081.9026 eV



Below is an isolated molecule of C9H13NO at a distorted geometry, with properties calculated with ωB97M-V/def2-TZVPD.

Each line ends with the Mulliken charge.
Cartesian coordinates (Å):
C (-2.108, 0.078, -1.331)  -0.577
C (-3.062, -0.840, -1.095)  -0.213
C (-0.869, 0.073, -0.609)  1.208
C (-2.951, -1.901, -0.117)  -0.818
C (0.115, 0.953, -0.798)  -1.398
C (-1.954, -2.156, 0.695)  0.676
C (1.684, -0.632, 0.446)  -1.042
C (1.060, 1.517, 1.336)  -0.959
C (2.459, 1.368, -0.610)  -0.913
N (1.334, 0.760, 0.111)  0.382
O (-1.246, -2.623, 1.521)  -0.479
H (-2.257, 0.845, -2.076)  0.401
H (-3.989, -0.821, -1.649)  0.378
H (-0.881, -0.775, 0.112)  -0.367
H (-3.787, -2.583, -0.029)  0.329
H (1.689, -1.225, -0.467)  0.430
H (2.669, -0.672, 0.914)  0.339
H (0.955, -1.057, 1.133)  0.380
H (0.185, 1.096, 1.830)  0.350
H (1.915, 1.482, 2.016)  0.382
H (0.842, 2.551, 1.071)  0.400
H (3.348, 1.419, 0.023)  0.369
H (2.675, 0.775, -1.496)  0.399
H (2.173, 2.368, -0.932)  0.343

- Net charge: 0
- ΔE to the lowest compared entry with this formula, charge and spin: 544.87 kJ/mol
- Lowest unoccupied orbital energy: 0.023 Ha
- HOMO-LUMO gap: 7.807 eV
- E: -13076.4245 eV



Below is a cluster of 2 separate species, C9H13NO in total at a distorted geometry, with properties calculated with ωB97M-V/def2-TZVPD.

Each line ends with the Mulliken charge.
Cartesian coordinates (Å):
C (-1.837, -0.140, -3.373)  -1.099
C (-1.196, -0.657, -2.043)  0.409
C (-1.581, -0.466, -0.762)  -0.092
C (-0.852, -0.939, 0.408)  -0.548
C (0.361, -1.582, 0.119)  -0.214
C (0.794, -1.802, -1.169)  -0.648
C (0.081, -1.362, -2.225)  -0.235
H (-2.885, -0.698, -3.632)  0.227
H (-1.323, -0.231, -4.356)  0.322
H (-2.012, 0.986, -3.184)  0.246
H (-2.538, -0.073, -0.515)  0.394
H (-1.301, -0.722, 1.453)  0.301
H (1.037, -1.900, 0.954)  0.317
H (1.718, -2.352, -1.356)  0.344
H (0.364, -1.488, -3.278)  0.268
C (1.579, 1.909, 1.579)  -0.660
C (1.656, 1.174, 2.871)  0.632
N (0.541, 1.259, 3.755)  -0.408
O (2.596, 0.462, 3.218)  -0.614
H (1.540, 1.092, 0.816)  0.081
H (2.469, 2.395, 1.337)  0.331
H (0.668, 2.568, 1.389)  0.257
H (0.351, 0.653, 4.483)  0.191
H (-0.231, 1.914, 3.510)  0.198

- Net charge: 0
- ΔE to the lowest compared entry with this formula, charge and spin: 134.95 kJ/mol
- Lowest unoccupied orbital energy: 0.028 Ha
- HOMO-LUMO gap: 9.853 eV
- Structure (SMILES): Cc1ccccc1.CC(N)=O
- E: -13080.6731 eV



Below is a cluster of 2 separate species, C9H13NO in total at a distorted geometry, with properties calculated with ωB97M-V/def2-TZVPD.

Each line ends with the Mulliken charge.
Cartesian coordinates (Å):
C (0.045, 1.721, 2.472)  -1.372
C (-0.618, 0.972, 1.329)  0.750
C (-0.598, -0.454, 1.310)  -0.416
C (-1.333, -1.071, 0.181)  -0.742
C (-1.828, -0.231, -0.779)  -0.235
C (-1.722, 1.100, -0.877)  -0.930
C (-1.216, 1.672, 0.269)  -0.103
H (0.586, 2.459, 2.014)  0.322
H (0.657, 1.107, 3.192)  0.331
H (-0.424, 2.298, 3.391)  0.270
H (-0.175, -0.929, 2.116)  0.532
H (-1.710, -2.129, 0.412)  0.409
H (-2.238, -0.683, -1.624)  0.402
H (-2.024, 1.843, -1.563)  0.474
H (-1.530, 2.769, 0.368)  0.255
C (1.381, -2.189, -0.844)  -0.497
C (1.880, -1.122, -1.787)  0.522
N (1.592, 0.229, -1.677)  -0.279
O (2.518, -1.391, -2.796)  -0.628
H (0.358, -2.086, -0.484)  -0.042
H (1.967, -2.386, 0.052)  0.253
H (1.167, -3.061, -1.461)  0.300
H (2.250, 0.916, -2.194)  0.224
H (1.017, 0.646, -1.022)  0.200

- Net charge: 0
- ΔE to the lowest compared entry with this formula, charge and spin: 262.01 kJ/mol
- Lowest unoccupied orbital energy: 0.027 Ha
- HOMO-LUMO gap: 9.908 eV
- Structure (SMILES): Cc1ccccc1.CC(N)=O
- E: -13079.3561 eV



Below is an isolated molecule of C9H13NO2 at a distorted geometry, with properties calculated with ωB97M-V/def2-TZVPD.

Each line ends with the Mulliken charge.
Cartesian coordinates (Å):
C (3.883, -0.747, 0.229)  -0.923
N (2.581, -0.107, -0.077)  0.130
C (2.419, 1.248, -0.175)  -0.078
O (3.325, 2.046, -0.128)  -0.560
C (1.574, -1.059, -0.178)  -0.207
O (1.757, -2.288, -0.171)  -0.596
C (0.222, -0.454, -0.175)  0.432
C (-0.599, -0.616, -1.202)  -0.345
C (-1.968, -0.057, -1.346)  -0.583
C (-2.316, 0.713, -0.081)  -0.769
C (-1.760, 0.089, 1.189)  -0.807
C (-0.269, 0.218, 1.130)  -0.257
H (3.561, -1.431, 1.022)  0.321
H (4.652, -0.039, 0.473)  0.350
H (4.340, -1.356, -0.516)  0.302
H (1.451, 1.602, -0.353)  0.610
H (-0.059, -1.112, -2.031)  0.376
H (-2.520, -0.949, -1.668)  0.334
H (-1.977, 0.711, -2.273)  0.256
H (-3.313, 1.053, -0.033)  0.429
H (-1.770, 1.644, -0.214)  0.279
H (-2.296, 0.644, 2.099)  0.273
H (-2.117, -0.885, 1.171)  0.367
H (0.223, 1.245, 1.235)  0.352
H (0.269, -0.392, 1.962)  0.315

- Net charge: 0
- ΔE to the lowest compared entry with this formula, charge and spin: 186.35 kJ/mol
- Lowest unoccupied orbital energy: 0.025 Ha
- HOMO-LUMO gap: 10.337 eV
- Structure (SMILES): CN(C=O)C(=O)C1=CCCCC1
- E: -15127.7006 eV



Below is a cluster of 2 separate species, C9H13NO2 in total at a distorted geometry, with properties calculated with ωB97M-V/def2-TZVPD.

Each line ends with the Mulliken charge.
Cartesian coordinates (Å):
C (-0.345, 2.481, 1.336)  -1.316
C (-0.367, 1.006, 1.631)  0.520
C (-1.594, 0.327, 1.681)  -0.578
C (-1.650, -1.030, 1.466)  -0.478
C (-0.429, -1.747, 1.407)  0.677
O (-0.611, -3.081, 1.161)  -0.564
C (0.785, -1.098, 1.568)  -0.556
C (0.800, 0.289, 1.791)  -0.450
H (0.549, 2.919, 1.782)  0.333
H (-1.174, 3.083, 1.728)  0.399
H (-0.394, 2.749, 0.275)  0.280
H (-2.496, 0.899, 1.851)  0.371
H (-2.581, -1.559, 1.336)  0.427
H (0.083, -3.442, 0.620)  0.312
H (1.680, -1.681, 1.406)  0.335
H (1.793, 0.696, 1.633)  0.306
C (1.237, 0.356, -1.655)  -0.571
C (0.484, -0.600, -2.574)  0.499
N (-0.151, -0.169, -3.707)  -0.420
O (0.430, -1.763, -2.233)  -0.573
H (0.542, 0.798, -0.940)  -0.042
H (1.937, 1.081, -2.066)  0.428
H (1.856, -0.244, -0.989)  0.187
H (-0.591, -0.879, -4.273)  0.256
H (0.207, 0.612, -4.237)  0.219

- Net charge: 0
- ΔE to the lowest compared entry with this formula, charge and spin: 76.82 kJ/mol
- Lowest unoccupied orbital energy: 0.029 Ha
- HOMO-LUMO gap: 9.032 eV
- Structure (SMILES): Cc1ccc(O)cc1.CC(N)=O
- E: -15128.8359 eV